{"formula": "C11H9NO", "method": "the ωB97M-V functional and the def2-TZVPD basis", "symbols": ["C", "C", "C", "C", "C", "C", "C", "C", "C", "C", "C", "H", "H", "H", "H", "H", "H", "H", "H", "H", "N", "O"], "positions_angstrom": [[-3.328, 0.034, -0.099], [-1.746, 0.137, -0.223], [-1.171, 1.464, -0.295], [0.126, 1.824, -0.043], [1.031, 0.797, 0.043], [2.452, 1.194, 0.147], [3.462, 0.225, -0.257], [3.100, -1.013, -0.268], [1.746, -1.375, -0.204], [0.610, -0.506, -0.055], [-0.867, -0.818, 0.135], [-3.337, -2.348, 0.403], [-4.661, -1.246, 0.048], [-1.591, 2.592, -0.216], [0.461, 2.949, 0.498], [2.707, 2.083, 0.481], [4.509, 0.504, -0.208], [3.791, -1.807, -0.411], [1.505, -2.497, 0.268], [-1.070, -1.860, 0.546], [-3.710, -1.359, -0.075], [-4.019, 1.028, -0.216]], "mulliken_charge": [0.194, 0.751, -0.427, -0.305, 0.954, -0.758, -0.682, -0.370, -0.254, 0.392, -0.699, 0.281, 0.282, 0.148, 0.104, 0.522, 0.332, 0.394, 0.084, 0.069, -0.461, -0.552], "e_homo_ev": -8.1, "de_lowest_ev": 3.280, "smiles": "NC(=O)c1ccc2ccccc2c1", "spin_multiplicity": 1, "lumo_ev": -0.010}

---

{"formula": "C11H9NO", "method": "the ωB97M-V functional and the def2-TZVPD basis", "symbols": ["N", "O", "C", "C", "C", "C", "C", "C", "C", "C", "C", "C", "C", "H", "H", "H", "H", "H", "H", "H", "H", "H"], "positions_angstrom": [[-1.793, -1.695, 3.503], [-1.765, -3.050, 0.208], [-1.605, -1.353, 2.427], [-1.643, 2.588, -1.436], [-0.879, 1.620, -1.122], [-1.246, -1.933, 0.032], [-0.719, -1.629, -1.249], [-1.121, -1.024, 1.137], [-0.066, -0.494, -1.549], [-0.554, 0.252, 0.869], [2.385, 0.143, 0.683], [0.029, 0.625, -0.475], [1.501, 1.066, -0.209], [-2.354, 3.269, -1.764], [-0.880, -2.438, -1.957], [0.358, -0.272, -2.550], [-0.617, 1.054, 1.638], [2.299, -0.893, 0.332], [3.348, 0.528, 0.671], [1.992, 0.200, 1.714], [1.442, 2.110, 0.311], [1.888, 1.327, -1.217]], "mulliken_charge": [-0.475, -0.640, -0.119, -0.292, -1.419, 0.680, -0.523, 0.593, -0.722, -1.031, -1.211, 2.299, -0.843, 0.501, 0.430, 0.410, 0.485, 0.320, 0.450, 0.309, 0.359, 0.439], "e_homo_ev": -10.1, "de_lowest_ev": 3.000, "smiles": "C#C[C@]1(CC)C=CC(=O)C(C#N)=C1", "spin_multiplicity": 1, "lumo_ev": -0.843}

---

{"formula": "C11H9NO3", "method": "the ωB97M-V functional and the def2-TZVPD basis", "symbols": ["C", "C", "C", "C", "C", "C", "C", "C", "C", "C", "C", "N", "O", "O", "O", "H", "H", "H", "H", "H", "H", "H", "H", "H"], "positions_angstrom": [[2.483, 1.156, 2.108], [2.857, 0.085, 1.209], [1.399, 1.897, 1.853], [1.965, -0.305, 0.204], [0.418, 1.390, 0.968], [0.753, 0.359, 0.086], [-0.863, 2.089, 0.821], [-1.748, 1.750, -0.057], [-2.821, -3.420, -2.244], [-1.709, 0.363, -0.686], [-0.262, -0.232, -0.789], [-0.283, -1.357, -1.323], [-1.934, -4.119, -2.414], [-3.498, -2.563, -1.985], [0.760, -2.227, -1.423], [3.081, 1.388, 2.929], [3.848, -0.295, 1.203], [1.197, 2.809, 2.412], [2.149, -1.090, -0.551], [-1.066, 2.997, 1.393], [-2.667, 2.244, -0.361], [0.455, -3.058, -1.640], [-2.270, -0.291, -0.079], [-2.244, 0.427, -1.635]], "mulliken_charge": [-0.468, -0.561, -0.864, -0.616, 1.022, 0.543, -0.559, -0.731, 0.649, -0.348, -0.083, -0.285, -0.368, -0.289, -0.373, 0.443, 0.402, 0.354, 0.485, 0.307, 0.359, 0.331, 0.278, 0.371], "e_homo_ev": -8.1, "de_lowest_ev": 1.166, "smiles": "O/N=C1/CC=Cc2ccccc21.O=C=O", "spin_multiplicity": 1, "lumo_ev": 0.385}

---

{"formula": "C12B3BaO24", "method": "the ωB97M-V functional and the def2-TZVPD basis", "symbols": ["Ba", "O", "C", "O", "B", "O", "C", "O", "O", "C", "O", "C", "O", "O", "O", "C", "O", "B", "O", "C", "O", "O", "C", "O", "C", "O", "O", "O", "C", "O", "B", "O", "C", "O", "O", "C", "O", "C", "O", "O"], "positions_angstrom": [[-1.196, -0.298, 1.167], [-8.206, -0.141, 6.343], [-7.212, -0.730, 5.939], [-6.445, -0.346, 4.943], [-5.421, -1.385, 4.762], [-5.727, -2.461, 5.668], [-6.785, -2.191, 6.314], [-7.273, -2.859, 7.210], [-4.113, -0.836, 5.084], [-3.490, -0.478, 3.914], [-2.393, 0.117, 3.793], [-4.199, -1.170, 2.820], [-5.234, -1.707, 3.293], [-3.849, -1.029, 1.637], [6.119, -0.293, -3.937], [5.542, 0.115, -2.893], [4.934, -0.481, -1.906], [4.357, 0.416, -0.927], [4.642, 1.774, -1.468], [5.321, 1.629, -2.664], [5.706, 2.459, -3.530], [2.915, 0.178, -0.738], [2.691, -0.042, 0.535], [1.586, -0.165, 1.106], [3.999, 0.056, 1.270], [4.959, 0.276, 0.419], [4.152, -0.074, 2.481], [-0.571, 1.532, -0.867], [-0.083, 1.130, -1.956], [0.342, 1.777, -2.980], [1.027, 0.837, -3.921], [0.659, -0.510, -3.507], [0.110, -0.352, -2.334], [-0.316, -1.348, -1.642], [2.519, 1.000, -3.944], [2.956, 1.088, -5.209], [4.112, 1.257, -5.599], [1.665, 1.097, -6.068], [0.603, 1.041, -5.314], [1.597, 1.115, -7.292]], "mulliken_charge": [1.882, -0.586, 0.597, -0.446, 0.913, -0.452, 0.617, -0.590, -0.428, 0.664, -0.709, 0.623, -0.389, -0.771, -0.635, 0.641, -0.510, 1.309, -0.470, 0.610, -0.609, -0.397, 0.434, -0.496, 0.337, -0.542, -0.644, -0.754, 0.722, -0.364, 0.963, -0.426, 0.693, -0.744, -0.299, 0.763, -0.543, 0.208, -0.558, -0.615], "total_charge": -1, "e_homo_ev": -7.4, "de_lowest_ev": 2.242, "spin_multiplicity": 1, "lumo_ev": -0.258}

---

{"formula": "C12H10", "method": "the ωB97M-V functional and the def2-TZVPD basis", "symbols": ["C", "C", "C", "C", "C", "C", "C", "C", "C", "C", "C", "C", "H", "H", "H", "H", "H", "H", "H", "H", "H", "H"], "positions_angstrom": [[3.547, -0.024, 0.052], [2.833, -0.944, -0.730], [1.434, -0.960, -0.735], [0.711, -0.011, -0.060], [1.464, 0.977, 0.713], [2.854, 1.004, 0.748], [-0.737, 0.001, 0.009], [-1.412, -0.995, 0.700], [-2.817, -1.043, 0.692], [-3.562, 0.005, -0.015], [-2.828, 1.025, -0.739], [-1.415, 1.034, -0.697], [4.664, -0.160, -0.189], [3.601, -1.815, -1.204], [0.647, -1.581, -1.202], [0.740, 1.810, 1.369], [3.423, 1.650, 1.134], [-1.023, -1.766, 1.235], [-3.302, -1.846, 1.226], [-4.745, -0.122, 0.150], [-3.543, 1.801, -1.100], [-0.897, 1.617, -1.049]], "mulliken_charge": [-0.203, -0.504, -0.288, 0.521, 0.035, -0.897, 0.176, -0.453, -0.426, -0.236, -0.569, -1.155, 0.247, 0.152, 0.378, 0.126, 0.617, 0.500, 0.365, 0.214, 0.284, 1.115], "e_homo_ev": -8.9, "de_lowest_ev": 3.812, "smiles": "c1ccc(-c2ccccc2)cc1", "spin_multiplicity": 1, "lumo_ev": 0.977}

---

{"formula": "C12H10AsF6N3OTc", "method": "the ωB97M-V functional and the def2-TZVPD basis", "symbols": ["Tc", "O", "C", "N", "C", "C", "C", "C", "C", "C", "N", "C", "C", "C", "C", "C", "N", "H", "H", "H", "H", "H", "H", "H", "H", "H", "H", "F", "As", "F", "F", "F", "F", "F"], "positions_angstrom": [[0.454, 0.084, 0.365], [2.142, 1.295, -2.977], [1.455, 1.251, -2.021], [1.258, 0.013, -1.246], [1.574, -1.252, -1.899], [0.742, -2.275, -1.196], [0.670, -3.606, -1.511], [-0.229, -4.412, -0.812], [-1.037, -3.868, 0.189], [-0.916, -2.538, 0.490], [-0.026, -1.751, -0.185], [0.615, 2.310, -1.410], [0.529, 3.590, -1.876], [-0.367, 4.460, -1.234], [-1.130, 4.005, -0.166], [-0.992, 2.699, 0.265], [-0.118, 1.867, -0.346], [2.651, -1.448, -1.807], [1.355, -1.203, -2.969], [1.289, -4.013, -2.301], [-0.306, -5.466, -1.056], [-1.748, -4.477, 0.730], [-1.505, -2.061, 1.261], [1.131, 3.900, -2.722], [-0.466, 5.482, -1.581], [-1.834, 4.654, 0.338], [-1.563, 2.302, 1.093], [1.783, 0.220, 1.494], [-0.893, 0.028, 4.040], [-0.404, 1.600, 3.880], [-0.818, -0.052, 5.685], [-2.496, -0.240, 3.766], [0.077, -1.263, 3.705], [-0.879, 0.163, 2.017]], "mulliken_charge": [1.650, -0.368, -0.286, 0.192, -0.363, 0.301, -0.810, -0.102, -0.896, -0.138, -0.013, 0.821, -0.552, -0.177, -0.807, -0.059, -0.099, 0.430, 0.480, 0.483, 0.479, 0.458, 0.577, 0.500, 0.499, 0.450, 0.579, -0.532, 1.738, -0.244, -0.311, -0.236, -0.251, -0.391], "total_charge": 3, "e_homo_ev": -20.7, "spin_multiplicity": 1, "lumo_ev": -13.718}